Arrangement 1

{
  "formula": "C6H15N3",
  "method": "ωB97M-V/def2-TZVPD",
  "homo_ev": [-5.602, -5.971],
  "elements": ["H", "H", "C", "C", "H", "H", "H", "N", "N", "H", "H", "H", "H", "C", "H", "H", "H", "C", "N", "H", "C", "H", "C", "H"],
  "coordinates": [[-1.4904, -1.5127, -1.3287], [-0.2445, -2.6504, 0.3553], [1.3387, 0.7815, -1.5133], [-0.6065, -0.5060, 0.2213], [-0.7529, 1.5622, 2.2933], [0.7297, -1.6745, 1.4669], [0.3834, 0.6142, -1.9646], [-1.0613, -0.6005, -1.1825], [1.3276, 0.9754, -0.1765], [-2.3658, -1.5341, 0.9397], [-1.7725, 0.1036, -1.3589], [1.1247, -1.7216, -0.2515], [3.2463, 0.0646, -1.6942], [-0.3733, 1.8846, 1.3284], [2.0806, 1.4912, 0.2646], [-2.4948, 0.2252, 1.0067], [2.1584, -0.5474, -2.8212], [0.3114, -1.7207, 0.4629], [2.4030, 0.2396, -2.2320], [0.4126, 2.6189, 1.5043], [-1.8210, -0.6143, 1.1553], [-1.5258, -0.6389, 2.1953], [0.1868, 0.7523, 0.5201], [-1.1945, 2.4077, 0.8094]],
  "mulliken_charge": [0.29, 0.43, -0.38, 1.96, 0.32, 0.35, 0.54, -0.63, -0.14, 0.45, 0.25, 0.34, 0.21, -1.47, 0.25, 0.40, 0.23, -1.63, -0.54, 0.43, -2.10, 0.37, -0.23, 0.27]
}


Arrangement 2

{
  "formula": "C6H15N3",
  "method": "ωB97M-V/def2-TZVPD",
  "smiles": "CC(C)N.N=C=N.C=C",
  "homo_ev": -8.825,
  "elements": ["H", "H", "C", "C", "C", "H", "H", "H", "H", "N", "H", "H", "H", "H", "H", "H", "H", "H", "N", "N", "C", "H", "C", "C"],
  "coordinates": [[-1.6005, 2.7981, -0.9756], [-1.8452, -1.3092, 0.6048], [0.1127, 2.3032, -0.2002], [0.5400, 1.1116, 1.5170], [-0.4415, -1.7521, -0.8509], [-1.1758, -2.2360, -1.5166], [1.6129, 0.9669, 1.5673], [-1.5010, -0.0237, -0.3812], [0.7805, -3.5360, -0.7216], [-1.0632, 2.0503, -0.5596], [-0.4263, -3.4010, 0.5599], [0.4566, 2.2578, 3.3128], [1.5607, 3.1504, -1.1881], [1.0206, -2.3866, 0.6047], [-0.0259, 0.2506, 1.0015], [1.2747, -0.4570, -1.0894], [-1.1419, 1.9543, 2.4563], [1.0502, -1.6163, -2.4094], [1.1824, 2.9365, -0.2756], [-1.1090, -0.8433, 0.0853], [-0.0786, 1.7635, 2.5117], [0.0065, -0.1894, -2.2854], [0.5327, -0.9546, -1.7147], [0.2784, -2.8378, -0.0531]],
  "mulliken_charge": [0.20, 0.20, 0.67, -0.26, 0.45, 0.30, 0.30, 0.21, 0.38, -0.58, 0.37, 0.27, 0.26, 0.28, 0.13, 0.23, 0.28, 0.43, -0.61, -0.60, -0.57, 0.33, -1.30, -1.36]
}


Arrangement 3

{
  "formula": "C6H15N3",
  "method": "ωB97M-V/def2-TZVPD",
  "homo_ev": -8.137,
  "elements": ["H", "H", "H", "H", "H", "H", "C", "H", "C", "H", "C", "H", "H", "N", "N", "H", "N", "C", "C", "H", "H", "H", "H", "C"],
  "coordinates": [[0.5783, 2.5202, -1.0630], [0.2925, -2.4833, -0.3530], [-2.0783, -2.7928, -0.8527], [-0.5752, 3.2974, 0.0439], [2.3379, 2.5171, 0.8405], [-1.2265, -0.6727, 0.7283], [-1.3337, -1.3384, -2.1211], [-0.4857, 0.7420, 1.7746], [-0.1706, 2.3393, -0.2824], [0.0867, -4.0236, -0.8905], [1.4718, 2.3888, 1.5025], [1.7649, -0.0098, 0.9465], [1.7863, 1.8630, 2.4040], [0.0492, -3.0478, -1.1602], [-1.4048, -0.2319, -2.4159], [-1.5615, -3.3713, -2.4478], [0.3995, 1.6296, 0.8654], [-1.2919, -2.7078, -1.6209], [0.7764, 0.1896, 0.5267], [0.7449, 0.0384, -0.5572], [-0.9533, 1.7267, -0.7275], [1.1075, 3.3812, 1.7693], [0.0055, -1.4393, 1.7803], [-0.3199, -0.5144, 1.3101]],
  "mulliken_charge": [0.34, 0.21, 0.24, 0.33, 0.35, 0.24, 0.25, 0.51, -0.98, 0.23, -1.02, 0.30, 0.33, -0.61, -0.46, 0.38, 0.05, -0.25, -0.61, 0.46, 0.29, 0.32, 0.32, -1.25]
}


The structure with the most favorable energy is arrangement 1; the runner-up is 25.9 kJ/mol above it.


Arrangement 1

{
  "formula": "C6H13NO",
  "method": "ωB97M-V/def2-TZVPD",
  "multiplicity": 2,
  "homo_ev": [1.136, -5.896],
  "total_charge": -1,
  "s_squared": 0.750,
  "elements": ["C", "C", "H", "H", "O", "H", "C", "H", "C", "H", "H", "C", "H", "H", "N", "C", "H", "H", "H", "H", "H"],
  "coordinates": [[-0.4955, 2.4730, -0.8623], [1.2170, 0.6215, -0.8427], [-1.2089, -2.8354, -0.3633], [-0.8547, -0.0313, -0.8675], [2.3764, 0.2860, -1.0703], [-1.8753, -1.5455, 0.5163], [0.3033, -0.5070, 1.7335], [0.4776, -1.1622, 2.5830], [0.1476, -0.4572, -0.8073], [0.2589, -1.0440, -1.7159], [-0.9089, 2.3247, 0.1488], [0.2422, -1.3323, 0.4367], [1.1541, -1.9313, 0.3910], [1.5665, 2.5043, -1.3266], [0.8616, 1.9108, -0.9203], [-1.0078, -2.2163, 0.5075], [-1.1924, 1.8906, -1.4660], [-0.6596, 0.0169, 1.8106], [1.0523, 0.2885, 1.7003], [-0.4218, 3.5423, -1.0191], [-1.0324, -2.7962, 1.4335]],
  "mulliken_spin": [2.99, 0.97, -0.06, 0.15, -0.10, -0.27, 0.67, -0.12, 0.22, -0.12, -0.13, -0.64, -0.11, -0.19, -1.31, 0.54, -0.04, -0.21, 0.06, -1.31, 0.03]
}


Arrangement 2

{
  "formula": "C6H13NO",
  "method": "ωB97M-V/def2-TZVPD",
  "multiplicity": 2,
  "homo_ev": [0.385, -2.604],
  "total_charge": -1,
  "s_squared": 0.768,
  "elements": ["N", "O", "C", "H", "H", "C", "H", "H", "H", "H", "H", "H", "H", "H", "H", "C", "C", "C", "H", "H", "C"],
  "coordinates": [[0.9452, -2.6712, -2.2103], [-2.7524, -1.2970, 3.0098], [0.7899, 0.3029, -0.5287], [-2.6345, -2.0088, 3.6464], [2.0873, 1.7437, 0.9398], [0.8342, 3.2497, 1.7554], [-0.8428, -1.1470, -0.3980], [-0.0774, 3.8607, 1.8864], [-3.1311, -0.5719, 3.5144], [0.7147, -3.2928, -1.4434], [0.3092, -0.9276, -3.2906], [1.6719, 3.7498, 2.2241], [1.7961, -0.0808, -0.4169], [-1.1227, 0.0115, -1.4884], [-0.7839, 1.8305, 0.1229], [-0.2489, -0.6241, -1.1689], [0.2275, 1.4791, -0.0323], [1.1097, 2.2648, 0.8355], [1.9260, -2.4035, -1.9649], [-0.8742, -1.9961, -2.6291], [0.0561, -1.4719, -2.3634]],
  "mulliken_spin": [-0.01, 0.01, 0.39, 0.00, -0.02, 0.33, 0.03, 0.01, 0.00, 0.00, 0.01, 0.02, 0.03, 0.01, 0.04, -0.04, 0.18, -0.02, 0.00, -0.01, 0.03]
}


Arrangement 3

{
  "formula": "C6H13NO",
  "method": "ωB97M-V/def2-TZVPD",
  "multiplicity": 2,
  "homo_ev": [0.595, -3.069],
  "total_charge": -1,
  "s_squared": 0.754,
  "elements": ["C", "C", "H", "H", "C", "O", "H", "N", "C", "H", "H", "H", "H", "H", "H", "C", "C", "H", "H", "H", "H"],
  "coordinates": [[0.7266, 0.0257, 2.0932], [0.8299, 0.3059, -0.3499], [-1.1941, 0.1571, 3.0844], [-0.8243, 0.7418, -3.4313], [0.1039, 1.1256, -1.5114], [-1.3607, -1.1652, -1.0524], [1.0458, -0.7448, -0.7012], [-0.0044, 0.3842, 0.8558], [-0.2137, 0.1899, -2.6814], [-0.7870, 1.5479, -1.0973], [0.8881, 1.8714, -1.6923], [-0.7663, -0.2628, 0.6921], [1.1821, 0.9222, 2.5077], [-1.6080, -1.4625, -3.2521], [1.8318, 0.6759, -0.1124], [-1.1621, -0.9865, -2.2796], [-0.2974, -0.4755, 3.1345], [0.1482, -0.3838, 4.1326], [-0.6617, -1.4763, 2.8555], [1.4594, -0.7807, 2.0021], [0.6641, -0.2095, -3.1967]],
  "mulliken_spin": [0.00, -0.02, 0.00, 0.03, 0.00, 0.28, 0.02, -0.01, -0.10, 0.00, -0.01, 0.01, 0.00, -0.01, 0.01, 0.74, 0.00, 0.00, 0.00, -0.01, 0.07]
}


The structure with the most favorable energy is arrangement 1; the runner-up is 125.1 kJ/mol above it.